Formula: C2H4N2OS
Source: OMol25
Level of theory: the ωB97M-V functional and the def2-TZVPD basis

XYZ file:
```
10
Properties=species:S:1:pos:R:3:forces:R:3
S 3.138 0.170 -0.078 -1.676 0.206 0.059
O 0.676 -0.723 -0.558 0.205 0.579 0.982
N -1.499 -0.152 0.159 1.814 -0.846 0.062
N -1.089 1.149 -0.086 -3.666 0.913 -0.083
C 1.563 -0.066 0.294 0.649 -1.893 0.715
C -0.586 -1.025 -0.013 -0.990 0.758 -0.034
H -0.898 -2.040 0.152 0.709 -0.478 -0.095
H 1.199 -0.059 1.367 0.118 0.531 -1.357
H -2.034 1.560 -0.373 2.151 0.064 0.552
H -0.471 1.185 -0.866 0.686 0.166 -0.801
```
Positions in Å, forces in eV/Å.

For the energy above the lowest of the compared OMol25 structures with the same formula, charge and spin, the calculation gives 77.41 kcal per mole. Its SMILES is N/N=C\OC=S. For the HOMO-LUMO gap, the calculation gives 9.1 eV. The calculation puts the molar mass at 104.1 g mol⁻¹. Its net charge is 0. Its maximum force is 3.78 eV/Å. For the total energy, the calculation gives -661.4622 hartree. The calculation puts the highest occupied orbital energy at -9.32 eV. As for the multiplicity: 1.

Formula: C8H7BrFN
Source: OMol25
Level of theory: the ωB97M-V functional and the def2-TZVPD basis

XYZ file:
```
18
Properties=species:S:1:pos:R:3:forces:R:3
Br -4.129 -0.743 0.106 -0.056 0.251 0.018
F 1.421 2.209 -0.619 0.285 -0.586 0.111
N 1.413 0.692 1.071 0.163 0.579 0.434
C 1.825 -0.470 1.345 0.215 -0.288 -0.115
C 1.013 0.987 -0.223 -4.029 1.165 0.140
C -3.612 1.169 0.171 -0.188 -0.122 -0.013
C 1.476 -1.256 -0.979 0.125 0.145 0.068
C -0.989 1.344 -0.006 4.312 -0.803 -0.467
C -2.182 1.288 0.065 -0.741 -0.038 0.071
C 1.027 -0.039 -1.268 0.285 -0.151 -0.151
C 1.998 -1.597 0.380 -0.247 0.049 -0.153
H 2.102 -0.649 2.379 0.073 -0.048 0.108
H 3.067 -1.839 0.315 -0.084 -0.036 0.096
H -3.983 1.545 1.125 -0.050 -0.062 -0.168
H 0.665 0.248 -2.243 -0.045 -0.027 -0.039
H -4.127 1.644 -0.664 -0.013 -0.085 0.181
H 1.508 -2.496 0.772 0.061 0.052 0.004
H 1.504 -2.037 -1.726 -0.066 0.004 -0.126
```
Positions in Å, forces in eV/Å.

For the energy above the lowest of the compared OMol25 structures with the same formula, charge and spin, the calculation gives 49.68 kcal per mole. For the HOMO-LUMO gap, the calculation gives 9.3 eV. The calculation puts the molar mass at 216.1 g mol⁻¹. Its net charge is 0. Its maximum force is 4.41 eV/Å. For the total energy, the calculation gives -3037.5142 hartree. The calculation puts the highest occupied orbital energy at -9.37 eV. As for the multiplicity: 1.